1.
84
Properties=species:S:1:pos:R:3:forces:R:3 method="wB97M-V/def2-TZVPD" gap_ev=7.62 spin_multiplicity=1 largest_force_ha_per_bohr=0.03775 homo_ev=-7.5 relative_energy_kcal_mol=0.0
Pt -0.7877 -0.2166 0.5795 -0.13 0.74 1.79
P -1.4197 2.0652 0.1968 0.67 -0.19 1.01
P 1.0530 0.0960 -2.9816 -0.06 0.04 0.25
O 1.2109 0.1488 0.7311 0.38 -0.15 -0.69
O -2.6779 -0.6385 0.9283 -0.92 -0.02 -0.45
N -0.1791 -1.5510 1.9367 0.35 0.09 -0.01
N 1.2057 -1.7000 2.0913 -0.42 -0.18 0.02
C -3.6178 5.4555 -0.4395 0.00 0.00 -0.02
C -2.7517 -2.2081 -1.7526 -0.07 0.03 0.01
C 1.5035 1.5589 -1.9434 -0.09 0.04 -0.10
C -2.8891 -0.9702 -2.3729 -0.03 -0.01 0.04
C -2.9741 -2.5788 4.0298 0.00 0.00 0.01
C -0.9125 -1.9858 2.8918 -0.05 -0.34 0.13
C -2.8608 4.4660 0.1669 0.02 0.04 -0.08
C -0.3791 -1.8396 -1.5731 0.01 -0.29 -0.71
C -2.3940 2.0645 4.7031 0.02 -0.02 -0.02
C 1.8137 -0.7952 1.4044 0.27 0.38 -0.06
C -0.7628 2.1978 2.9393 0.04 0.20 -0.03
C 6.0864 -0.7174 1.4682 -0.01 0.00 -0.01
C -3.1051 2.2129 2.4106 0.00 -0.01 0.07
C -3.1292 -1.3154 1.9502 -0.03 0.04 -0.24
C 0.6039 2.1816 -4.8612 -0.05 0.00 0.00
C -3.1120 3.0921 -1.7906 -0.09 -0.02 0.00
C -1.7790 2.2555 1.9873 -0.01 0.04 -0.07
C -3.4111 2.1179 3.7617 0.01 -0.02 -0.04
C 3.3044 -0.7858 1.4092 -0.13 0.14 0.08
C -0.4898 -0.6230 -2.2573 -0.07 -0.17 -0.58
C -0.3156 0.0373 -5.4040 -0.03 0.05 -0.03
C -1.7710 -0.2026 -2.6358 0.09 -0.04 -0.07
C 0.1235 2.6907 -6.0638 0.02 -0.01 0.02
C -0.7954 0.5416 -6.6006 0.00 0.03 0.01
C 5.3997 -1.7460 2.1014 0.00 0.00 0.00
C -4.5339 -1.4131 2.0727 -0.09 0.00 -0.01
C 5.3821 0.2719 0.7988 -0.04 0.00 0.03
C 0.5174 2.7129 -1.6666 0.03 -0.06 0.16
C -4.1138 5.2733 -1.7259 0.02 0.00 0.04
C -4.3381 -2.6209 4.1562 -0.02 0.03 -0.07
C -2.3466 -1.9551 2.9331 0.17 0.14 0.14
C -1.5012 -2.6404 -1.3580 0.13 -0.05 0.03
C -0.5875 1.8773 -6.9300 0.01 -0.03 0.00
C 4.0159 -1.7822 2.0727 0.00 -0.05 -0.02
C -2.5963 3.2760 -0.5110 -0.07 -0.46 -0.47
C -5.1186 -2.0396 3.1438 0.03 -0.04 0.02
C 3.9946 0.2389 0.7713 0.05 -0.02 -0.01
C 0.1543 2.9189 -0.1684 -0.05 0.13 -0.33
C -3.8654 4.0885 -2.3994 0.00 0.01 0.03
C 0.3660 0.8581 -4.4998 0.14 -0.02 -0.07
C -1.0689 2.1114 4.2883 0.00 0.00 0.01
H -2.3451 -3.0417 4.7825 0.00 0.01 -0.01
H 0.6085 -2.2376 -1.3673 0.00 0.06 0.16
H 2.4160 1.9330 -2.4173 0.00 0.06 0.04
H -0.3823 -2.4182 3.7372 -0.01 -0.17 -0.09
H -3.8165 6.3773 0.0923 0.00 -0.01 0.00
H -1.3796 -3.6134 -0.8983 -0.01 0.03 0.07
H 0.0417 3.9848 0.0357 -0.02 -0.01 0.09
H 7.1682 -0.6904 1.4947 0.00 0.00 0.00
H 5.9471 -2.5205 2.6230 -0.01 -0.01 -0.01
H -4.6907 6.0572 -2.1996 -0.02 -0.01 0.01
H -4.8017 -3.0990 5.0076 0.00 -0.02 -0.01
H -2.6316 1.9781 5.7556 0.00 0.01 0.00
H -3.6193 -2.8344 -1.5872 0.00 0.02 0.01
H 3.4699 -2.5823 2.5531 0.01 0.03 0.03
H -3.9058 2.2348 1.6813 -0.01 -0.02 0.01
H -6.1990 -2.0923 3.2033 0.00 0.03 0.01
H -0.3900 2.5738 -2.2623 -0.04 0.10 0.03
H -0.4804 -1.0061 -5.1600 -0.01 0.01 0.01
H 3.4396 1.0076 0.2537 0.02 0.03 0.02
H 0.3051 3.7277 -6.3179 0.01 -0.01 0.00
H 1.8162 1.1092 -1.0058 0.03 -0.04 0.01
H -2.4752 4.6207 1.1661 0.01 0.01 0.00
H 1.1687 2.8296 -4.2039 -0.04 0.02 -0.01
H -3.8691 -0.6166 -2.6700 0.01 -0.02 -0.02
H -4.4462 2.0704 4.0753 0.01 0.00 -0.01
H 0.9260 2.5138 0.4847 0.05 -0.02 -0.04
H -4.2532 3.9381 -3.3987 0.00 -0.01 0.01
H -2.9306 2.1633 -2.3153 -0.01 0.06 0.05
H -0.2694 2.0637 5.0170 -0.01 0.02 -0.01
H -0.9679 2.2754 -7.8621 0.00 -0.01 0.00
H 0.2744 2.2168 2.6255 0.00 -0.08 0.02
H 5.9125 1.0750 0.3035 -0.01 0.00 -0.01
H 0.9554 3.6492 -2.0156 -0.02 -0.01 -0.07
H -1.3314 -0.1079 -7.2816 0.01 0.00 0.01
H -1.8799 0.7208 -3.1913 0.04 -0.05 -0.03
H -5.1272 -0.9701 1.2823 -0.01 0.03 0.05

=====

2.
89
Properties=species:S:1:pos:R:3:forces:R:3 method="wB97M-V/def2-TZVPD" gap_ev=5.71 spin_multiplicity=1 largest_force_ha_per_bohr=0.02929 homo_ev=-4.1 charge=-1 relative_energy_kcal_mol=5.5
Sb 1.2111 4.1219 -2.6129 0.22 0.16 0.18
Se 1.4440 3.1578 -0.1176 0.48 0.41 0.14
Se 0.6268 6.4258 -2.2512 -0.12 0.14 -0.01
Se -0.6049 2.6097 -3.2948 0.08 -0.19 -0.05
Se 3.3679 3.7972 -3.5758 0.12 -0.02 -0.14
Ti -0.3374 1.7103 -0.5060 -0.64 -0.36 -1.31
O 2.0526 -2.5391 0.1003 0.03 0.03 -0.02
O 1.3229 -2.0445 2.1874 -0.07 -0.07 0.02
O 0.4166 0.3403 -1.3905 0.15 -0.37 0.46
O -0.5148 0.8590 1.0835 -0.10 0.14 0.00
N -2.4859 0.8866 -0.9835 0.20 0.14 0.21
N -1.8862 3.4202 -0.6400 -0.39 0.02 0.43
C -4.5879 1.2858 -2.0003 0.02 0.12 -0.01
C 1.5121 -1.2158 0.0513 -0.04 0.05 0.08
C -2.1779 -0.2632 2.9061 0.01 0.00 0.01
C -3.0654 -0.6813 3.8916 -0.03 0.01 -0.05
C -2.7768 -0.4092 -0.9040 0.14 0.02 -0.01
C -4.8695 -0.0658 -1.9621 0.05 -0.16 0.05
C 0.1767 0.0660 2.0095 -0.13 0.02 0.05
C 0.9735 -0.9442 -1.3744 0.03 0.03 -0.10
C 3.8009 -2.1826 -3.6299 0.03 0.06 -0.02
C 1.4551 -4.3617 1.5266 0.01 -0.01 -0.01
C 0.5832 -1.2342 1.2774 0.01 -0.05 -0.04
C 3.9266 0.2122 -3.4912 0.07 0.01 -0.02
C 3.1713 2.6664 3.7266 0.00 0.01 0.00
C 2.6875 -2.1709 -2.8071 -0.05 0.08 0.05
C 1.2905 0.9142 2.6211 0.03 0.02 0.04
C -0.4810 -3.1059 -1.4104 -0.04 -0.01 -0.02
C -0.3366 -0.8577 4.3228 -0.02 0.03 -0.04
C -3.9617 -0.9372 -1.3754 -0.13 0.09 -0.07
C -1.6928 -2.1945 -3.7306 0.02 0.02 -0.03
C 3.5116 -2.9787 1.9717 0.03 -0.02 -0.03
C 2.8141 0.2241 -2.6595 -0.01 -0.01 0.00
C -1.4776 -3.8633 -2.0246 0.01 0.02 0.00
C -3.3828 1.7416 -1.4731 -0.16 -0.09 0.08
C -3.0456 3.1694 -1.2960 0.12 0.10 0.05
C -1.2211 -1.2771 5.3022 -0.03 0.00 0.00
C 2.0883 -2.9822 1.4462 -0.03 0.03 -0.02
C -0.8082 -0.3510 3.1133 0.12 -0.04 0.04
C -3.8686 4.1806 -1.7310 -0.10 0.00 -0.03
C -2.0846 -3.4123 -3.1837 -0.02 -0.02 -0.01
C 2.6359 0.5814 2.6479 0.02 0.00 0.00
C -2.3807 5.7578 -0.7587 -0.06 -0.02 0.00
C -3.5297 5.5035 -1.4651 0.06 0.03 0.03
C 3.5709 1.4542 3.1936 0.00 0.01 0.00
C -0.0976 -1.8838 -1.9420 0.09 0.04 -0.05
C -2.5920 -1.1922 5.0886 0.02 0.00 0.03
C 2.1900 -0.9637 -2.3144 -0.02 -0.20 0.01
C 1.8234 3.0026 3.7179 -0.02 -0.01 0.00
C 0.8963 2.1333 3.1732 0.01 0.00 0.01
C -0.7123 -1.4380 -3.1165 0.03 -0.04 0.03
C -1.5840 4.6838 -0.3686 0.02 0.03 0.04
C 4.4239 -0.9860 -3.9746 -0.03 -0.09 0.02
H 4.6187 1.1809 3.1866 0.00 0.01 0.00
H -0.1516 2.4072 3.1520 0.00 0.00 -0.01
H -4.1513 6.3135 -1.8227 -0.02 -0.01 0.00
H -4.7627 3.9563 -2.2934 -0.01 -0.02 0.02
H 2.1958 -3.0989 -2.5447 0.01 -0.02 -0.01
H 4.0858 -3.7665 1.4836 0.00 0.00 0.00
H -2.0476 6.7610 -0.5440 0.03 -0.01 0.00
H -0.3626 -1.7298 1.0153 0.02 0.00 -0.03
H -1.7648 -4.8159 -1.5952 0.00 0.00 0.01
H -3.2844 -1.5150 5.8562 0.00 0.00 0.00
H 3.9894 -2.0239 1.7574 0.02 -0.04 -0.01
H -0.8406 -1.6670 6.2382 0.00 0.00 0.00
H -4.1318 -0.5994 3.7198 0.00 0.00 0.00
H -2.5460 0.1519 1.9772 0.00 0.00 0.00
H 0.7305 -0.9171 4.4904 0.01 0.00 0.01
H 2.9713 -0.3620 2.2514 -0.02 0.06 0.02
H -5.8010 -0.4378 -2.3695 0.00 0.01 0.00
H 0.0014 -3.4877 -0.5268 0.03 0.00 0.01
H 1.4950 3.9533 4.1183 0.01 0.00 0.00
H 2.2997 -0.4676 0.1998 -0.01 0.00 -0.02
H -0.4116 -0.4807 -3.5279 -0.02 0.02 -0.02
H -4.1486 -1.9988 -1.3046 0.01 0.00 0.01
H -2.0197 -1.0343 -0.4521 -0.02 -0.02 -0.02
H 2.4295 1.1683 -2.2994 0.03 0.02 -0.02
H -0.6448 4.8537 0.1380 -0.02 0.00 0.01
H 1.9012 -5.0164 0.7772 0.00 -0.01 0.01
H 0.3823 -4.2916 1.3497 0.00 -0.01 0.01
H -5.3043 1.9773 -2.4176 0.01 0.00 0.00
H 4.3765 1.1606 -3.7602 -0.04 -0.07 0.02
H 5.2883 -0.9910 -4.6276 0.00 -0.01 0.00
H 1.6114 -4.7925 2.5160 0.01 0.02 0.00
H -2.8510 -4.0069 -3.6668 0.00 0.00 0.01
H 3.9027 3.3520 4.1352 0.00 0.00 0.00
H 3.5131 -3.1492 3.0487 0.00 0.01 0.00
H -2.1567 -1.8321 -4.6400 0.01 0.00 0.00
H 4.1789 -3.1239 -4.0115 0.00 0.00 0.00

=====

3.
95
Properties=species:S:1:pos:R:3:forces:R:3 method="wB97M-V/def2-TZVPD" gap_ev=6.34 spin_multiplicity=1 largest_force_ha_per_bohr=0.05356 homo_ev=-2.5 charge=-2 relative_energy_kcal_mol=22.9
Ba -0.2782 0.9080 -3.0881 -2.17 1.46 0.85
Sb 1.1911 0.0564 1.6313 0.40 -0.17 0.28
Br 0.1230 6.9182 -5.0520 0.00 0.00 0.04
S -2.2213 2.3633 -5.3372 -0.63 -0.87 0.56
S -4.8578 0.8830 -5.1436 0.04 0.18 -0.33
F -3.2686 1.5940 0.3531 -0.30 -0.11 0.01
F -1.0620 1.2479 -0.1551 0.15 -0.03 -0.05
F -2.2401 2.7894 -1.3294 -0.16 0.18 -0.59
F -1.7392 3.2198 0.8444 0.20 0.23 0.25
O 1.5486 0.2727 -1.7855 0.71 -0.08 0.50
O 0.5696 -0.1520 -4.9905 1.18 -0.78 -0.86
O 3.4759 -0.4345 -0.9532 0.42 -0.20 -0.07
O -0.0681 -2.1388 -2.6314 0.60 -0.15 -0.17
O 2.7533 0.2184 -4.6947 0.49 -0.01 0.10
N 0.4822 3.6118 -2.6558 0.16 -0.15 0.00
N -2.9861 0.5163 -3.4066 -0.06 0.45 -0.58
C -1.0606 -3.6411 2.9151 0.04 -0.04 0.08
C -4.1127 -0.9383 -1.8021 -0.10 -0.08 0.02
C 1.0428 -2.5887 -1.8159 -0.03 0.14 0.09
C 0.4916 -2.6062 -3.8869 0.17 0.11 -0.06
C -1.9152 -3.7968 1.8379 -0.10 -0.05 -0.03
C 3.7934 -1.2200 2.9582 -0.09 0.10 0.06
C 0.6698 -2.4760 4.2451 0.05 0.02 0.08
C -1.2166 3.2934 4.4665 -0.04 0.05 0.06
C -5.2549 -1.6438 -1.4847 -0.08 -0.05 -0.03
C 2.4953 -0.5536 -1.6891 0.07 -0.40 -0.03
C -6.3618 -1.6321 -2.3394 -0.03 -0.08 0.11
C 1.7548 -0.4808 -4.5940 -0.79 -0.15 -0.64
C 0.0146 6.2981 -2.2633 -0.02 0.20 0.03
C 1.8484 -1.8767 -3.9521 0.07 0.06 0.30
C 4.7622 -0.6093 5.0972 0.13 -0.05 0.04
C 1.0853 -4.0835 -2.1177 -0.01 -0.12 0.17
C 0.0858 5.4344 -1.1887 -0.03 -0.28 0.19
C -1.9084 -2.8534 0.8279 -0.02 0.00 -0.04
C 2.7137 -0.3434 3.1791 0.23 -0.02 -0.05
C 4.7980 -1.3316 3.9159 -0.01 -0.03 -0.02
C 3.7033 0.2460 5.3277 -0.05 0.11 0.12
C 0.3164 4.0842 -1.4252 0.04 0.44 -0.30
C 1.8921 3.1781 2.3173 0.12 0.09 -0.06
C 0.6404 2.7430 3.0234 0.11 0.07 -0.03
C -4.0727 -0.2149 -2.9914 0.27 -0.06 0.18
C -0.0670 3.6605 3.7880 0.00 0.07 0.00
C -1.0254 -1.7860 0.9051 0.00 -0.03 -0.12
C 3.8870 -2.0639 1.7265 -0.14 -0.20 -0.07
C -5.1945 -0.1728 -3.8235 -0.20 -0.13 0.07
C -6.3420 -0.8908 -3.5068 0.02 0.05 -0.04
C 0.7187 -4.0949 -3.6119 -0.19 -0.14 -0.14
C 2.7062 0.3759 4.3709 -0.13 0.07 0.02
C -1.6697 1.9894 4.3839 -0.05 -0.04 0.05
C -0.9694 1.0683 3.6184 -0.07 -0.07 0.02
C -0.1762 -2.5687 3.0063 -0.02 0.03 0.05
C -0.1380 -1.6222 1.9686 -0.04 -0.18 0.08
C 0.1890 1.4239 2.9400 -0.34 0.01 -0.06
C 2.2738 -1.8947 -2.4380 0.20 0.15 0.01
C 0.1960 5.7841 -3.5318 0.06 -0.11 -0.15
C -3.2217 1.1965 -4.5100 0.17 0.55 -0.15
C 0.4293 4.4294 -3.6991 -0.05 0.28 0.12
B -2.1148 2.2334 -0.0655 0.14 -0.32 0.29
H 2.9682 -2.6425 1.5862 -0.03 -0.03 -0.02
H 0.5688 3.9969 -4.6816 -0.04 -0.02 -0.03
H 1.5056 -4.5100 -4.2415 0.01 0.00 -0.05
H 0.8641 -2.3400 -0.7726 -0.03 0.05 -0.02
H 4.7150 -2.7704 1.8048 0.00 -0.01 -0.03
H -0.1987 -4.6597 -3.7876 0.03 0.00 -0.03
H -5.2972 -2.1971 -0.5548 -0.02 -0.02 0.02
H 1.9939 4.2637 2.3394 0.02 0.01 0.00
H -1.3508 0.0579 3.5360 -0.01 -0.04 -0.01
H -3.2708 -0.9007 -1.1285 0.12 0.02 0.05
H -2.5901 -4.6441 1.7991 0.00 0.00 -0.02
H 0.2769 4.6881 3.8253 0.02 0.03 0.03
H 1.9026 2.8619 1.2732 -0.04 -0.02 -0.08
H -7.2509 -2.1945 -2.0799 0.00 0.00 0.02
H -0.1874 7.3524 -2.1219 0.02 -0.02 -0.01
H 1.8851 1.0515 4.5772 0.00 0.01 0.02
H 0.6467 -1.4743 4.6710 -0.02 0.05 0.01
H -1.7644 4.0309 5.0407 -0.01 0.00 0.01
H 2.7832 2.7456 2.7813 0.00 -0.01 0.03
H 5.6252 -2.0049 3.7209 0.02 -0.03 0.02
H -0.1784 -2.3666 -4.7067 0.01 0.03 0.08
H 2.5866 -2.4184 -4.5515 -0.09 -0.09 0.09
H -1.0764 -4.3686 3.7207 -0.01 0.00 0.00
H 1.7177 -2.7032 4.0488 0.05 -0.01 -0.03
H -2.5764 1.6882 4.8945 -0.01 0.01 -0.01
H -1.0248 -1.0608 0.1034 -0.01 0.11 -0.10
H -2.5708 -2.9438 -0.0228 -0.03 0.00 -0.04
H 5.5573 -0.7175 5.8261 0.00 0.00 0.01
H 0.3435 -4.6155 -1.5197 0.02 0.01 0.01
H 0.3044 -3.1796 4.9950 0.02 0.01 0.02
H 0.3526 3.3697 -0.6179 -0.03 -0.09 0.10
H 3.1820 -2.4833 -2.2819 -0.15 -0.02 -0.04
H 3.6438 0.8149 6.2491 0.01 0.01 -0.02
H 4.0156 -1.4647 0.8278 -0.01 0.10 -0.15
H 2.0680 -4.5063 -1.9119 0.02 -0.02 0.04
H -0.0688 5.7784 -0.1764 -0.02 0.03 0.02
H -7.2094 -0.8618 -4.1519 -0.05 0.01 -0.06